Entry 1:
One molecule with the formula C4H7NOS in a non-equilibrium geometry, computed with the ωB97M-V functional and the def2-TZVPD basis.

## Properties
Largest force on an atom   2.2 eV/A
LUMO   0.69 eV
Electronic energy   -18632.930 eV
Highest occupied orbital energy   -0.3485 Ha
Energy above the lowest of the compared OMol25 structures with the same formula, charge and spin   1.619 eV

ORCA input file:
```
! wB97M-V def2-TZVPD RIJCOSX def2/J DEFGRID3
* xyz 0 1
S -1.12 -0.58 -0.57
O 0.47 1.26 0.60
N 2.38 -1.54 0.01
C 1.19 1.72 -0.52
C -2.53 0.05 0.32
C 1.42 -0.92 0.25
C 0.22 -0.11 0.55
H 0.80 1.35 -1.48
H -2.58 1.11 0.43
H -0.14 -0.29 1.59
H 1.25 2.85 -0.42
H -2.46 -0.40 1.32
H -3.42 -0.36 -0.15
H 2.23 1.37 -0.52
*
```

Entry 2:
C38H63CsInNO30 as an isolated structure in a non-equilibrium geometry, computed with the ωB97M-V functional and the def2-TZVPD basis.

## Properties
Largest force on an atom   4.8 eV/A
LUMO   -3.19 eV
Electronic energy   -109050.081 eV
Highest occupied orbital energy   -0.2637 Ha

ORCA input file:
```
! wB97M-V def2-TZVPD RIJCOSX def2/J DEFGRID3
* xyz 0 1
Cs -4.90 1.38 -2.13
In -0.47 4.51 -2.57
O 1.21 -3.27 4.40
O 2.46 -3.07 2.61
O 0.32 -2.21 2.63
O 2.40 6.38 1.60
O 1.04 -2.81 -2.11
O -4.07 -1.51 -1.85
O -1.44 1.60 -2.29
O 2.88 2.19 0.34
O -3.47 4.63 -3.49
O 3.24 -2.98 -1.90
O 3.86 5.75 -4.21
O -3.99 -2.41 3.70
O -2.23 -2.40 -2.86
O 2.16 3.31 -1.45
O -4.33 -4.37 4.59
O 1.92 1.47 7.42
O 2.16 6.22 -2.99
O 0.21 1.28 -6.52
O -2.52 4.72 -0.16
O 0.08 0.52 6.98
O 2.21 4.39 -3.97
O 1.54 1.64 -4.76
O 0.82 5.57 0.24
O 1.39 4.54 2.15
O -5.36 -2.64 5.55
O -3.63 -1.28 -4.08
O 2.93 1.24 -1.65
O 1.04 1.46 5.35
O -0.32 3.03 -5.18
O 2.31 -2.71 -3.98
N 2.78 5.50 -3.75
C 1.45 5.56 1.25
C 2.79 -3.29 -0.55
C 1.07 1.21 6.63
C 0.50 -4.32 -0.34
C 3.15 -4.03 3.36
C 2.60 2.32 -0.96
C -5.36 4.01 -4.89
C 1.27 -3.04 -0.76
C 2.23 0.66 -5.52
C -0.76 0.62 -1.63
C 2.26 -2.83 -2.75
C 1.44 -0.13 -7.86
C 1.28 -2.81 3.15
C -1.43 -4.01 -4.37
C -4.13 -5.77 2.82
C -3.85 4.16 -4.76
C 3.08 5.91 2.73
C 3.42 0.92 0.53
C -0.96 0.65 -0.10
C -3.43 -4.58 3.51
C 2.58 -0.07 1.39
C 2.22 4.84 3.23
C -3.41 -3.24 2.65
C 2.98 3.52 3.76
C -2.21 0.09 6.28
C -1.67 -2.51 -4.12
C -2.75 -1.82 -5.09
C 0.00 0.75 4.75
C -3.43 3.03 1.40
C 4.60 -3.47 3.43
C 3.55 0.27 -0.82
C -0.65 -0.03 5.99
C -4.63 -3.09 4.66
C -3.31 -1.63 -2.85
C 1.08 0.24 -6.42
C 0.41 2.07 -5.45
C -2.26 4.02 1.02
C 2.33 -4.02 4.72
H 2.42 2.59 3.65
H -2.39 0.16 7.35
H -5.76 3.16 -4.34
H 2.96 -0.63 -0.98
H -3.82 -6.08 1.81
H -3.34 4.67 -5.58
H -5.21 -5.63 2.74
H 4.57 -0.08 -1.00
H 2.01 -5.02 5.02
H 5.04 -3.30 2.45
H 2.59 -0.20 -4.96
H 4.80 -2.54 3.96
H -5.52 3.77 -5.94
H -2.14 4.78 1.79
H 0.43 -4.39 0.74
H 5.35 -4.09 3.93
H 0.29 0.62 -1.91
H 0.62 -0.65 -8.34
H 2.26 0.19 2.40
H 2.19 -0.90 -8.00
H -0.41 -1.09 6.07
H -0.98 -0.39 -1.98
H -2.32 -1.04 -5.73
H -0.43 1.35 0.54
H 2.95 -4.29 -0.15
H -2.01 0.72 0.18
H -5.94 4.89 -4.62
H 3.15 -2.63 0.24
H -3.76 2.39 0.58
H 1.75 0.76 -8.42
H -2.47 -4.90 3.93
H -2.24 -4.55 -3.87
H -0.68 -2.07 -4.23
H -4.43 3.44 1.56
H -1.42 -4.11 -5.45
H 3.20 -0.93 1.62
H -1.29 3.53 0.93
H -3.02 2.36 2.16
H -2.71 -0.85 6.05
H 1.66 -0.36 0.88
H -0.54 -4.16 -0.65
H 3.81 3.34 3.08
H 0.94 -2.24 -0.10
H 0.35 0.06 3.99
H -3.89 -3.36 1.68
H -3.51 3.13 -4.87
H 4.44 1.11 0.87
H 2.96 6.71 3.46
H 3.05 1.19 -6.02
H -0.53 -4.41 -3.90
H 3.04 -3.71 5.48
H -3.94 -6.65 3.43
H 3.14 3.69 4.82
H -2.62 0.98 5.82
H 3.20 -5.02 2.91
H 0.77 -5.26 -0.82
H -3.28 -2.54 -5.70
H -0.70 1.48 4.34
H 4.06 5.51 2.46
H -2.42 -2.79 2.60
H 1.59 5.18 4.05
H 0.38 -0.48 -5.99
H -0.56 -0.24 0.39
*
```

Entry 3:
C22H15ClN8O4RuS as an isolated structure, computed with the ωB97M-V functional and the def2-TZVPD basis.

## Properties
Largest force on an atom   0.5 eV/A
LUMO (alpha / beta)   1.92 / 1.69 eV
Electronic energy   -69113.350 eV
Highest occupied orbital energy (alpha / beta)   -0.2193 / -0.2181 Ha
Energy above the lowest of the compared OMol25 structures with the same formula, charge and spin   0.000 eV

ORCA input file:
```
! wB97M-V def2-TZVPD RIJCOSX def2/J DEFGRID3
* xyz -1 2
Ru 1.36 -1.00 1.18
Cl 1.00 -3.23 1.75
S -1.29 -1.57 -1.32
O -1.33 -2.87 -1.92
O -2.27 -1.24 -0.32
O 2.93 -0.94 2.41
O 3.51 -1.02 4.57
N 1.44 4.31 -2.10
N 0.17 -1.25 -0.65
N 0.43 -0.44 3.01
N 2.34 -1.55 -0.51
N 1.57 3.35 0.18
N 1.37 -1.90 -2.65
N -1.60 2.53 -5.61
N 1.49 0.96 0.67
C -1.74 0.21 -4.90
C -1.51 1.56 -4.61
C -1.17 0.97 -2.30
C 1.50 3.81 -1.06
C 2.60 -2.18 -3.08
C -0.85 -0.02 3.25
C -1.39 -0.36 -2.61
C -1.70 0.25 2.16
C -2.98 0.68 2.38
C -1.23 1.93 -3.29
C -0.42 -0.06 5.63
C 1.25 -0.60 4.02
C -3.46 0.86 3.70
C 3.55 -1.84 -0.95
C 2.69 -0.92 3.68
C 3.73 -2.18 -2.28
C -1.31 0.18 4.57
C 0.86 -0.43 5.36
C -2.64 0.62 4.77
C -1.67 -0.75 -3.91
C 1.54 2.09 0.39
C 1.28 -1.60 -1.36
H 4.70 -2.42 -2.68
H -1.33 0.10 1.16
H 2.67 -2.43 -4.14
H -4.48 1.19 3.86
H -0.76 0.08 6.65
H -1.09 3.38 -5.40
H -1.40 2.19 -6.54
H -3.63 0.86 1.54
H -1.81 -1.79 -4.13
H -0.93 1.26 -1.28
H -1.03 2.97 -3.05
H -1.96 -0.08 -5.92
H 4.35 -1.80 -0.22
H -2.99 0.76 5.78
H 1.61 -0.60 6.12
*
```

Entry 4:
C60H45MnN3OP2S2 as an isolated structure, computed with the ωB97M-V functional and the def2-TZVPD basis.

## Properties
Largest force on an atom   0.5 eV/A
LUMO (alpha / beta)   -4.96 / -5.15 eV
Electronic energy   -141027.771 eV
Highest occupied orbital energy (alpha / beta)   -0.4505 / -0.4533 Ha
Energy above the lowest of the compared OMol25 structures with the same formula, charge and spin   0.000 eV

ORCA input file:
```
! wB97M-V def2-TZVPD RIJCOSX def2/J DEFGRID3
* xyz 2 6
Mn -0.43 0.52 -0.26
S 0.07 -0.23 2.23
S -0.02 -0.68 -3.44
P -1.93 -1.51 -0.02
P 2.15 0.77 -0.17
O -1.01 0.81 1.84
N -1.77 1.54 -4.27
N -0.63 0.59 -2.47
N -1.77 2.21 -0.72
C -0.71 -2.55 5.48
C -0.87 1.74 -6.53
C -5.29 0.69 -0.64
C -0.13 -1.66 4.55
C 2.99 3.37 0.59
C -1.86 -2.10 2.86
C 2.25 2.58 -0.28
C 0.99 1.14 4.38
C 5.70 1.27 4.69
C 1.30 0.60 3.15
C -1.89 -3.14 5.14
C -2.28 3.01 0.22
C -0.06 -3.30 -0.84
C -1.46 1.44 -2.96
C -3.61 -0.90 -2.19
C 1.50 4.58 -1.42
C 4.99 0.88 3.42
C -2.97 3.41 -2.39
C 4.56 1.72 5.65
C -2.44 -2.92 3.85
C -2.53 -2.14 1.59
C 2.24 5.36 -0.54
C -0.42 -5.25 -2.19
C 4.58 -0.96 -3.66
C 3.87 -1.79 -2.80
C -3.41 -0.81 -0.81
C 3.84 0.96 -2.41
C 1.50 3.20 -1.29
C 0.08 0.15 -4.99
C 0.05 1.34 -7.49
C 1.02 -0.21 -5.94
C 3.14 -1.25 -1.76
C -3.69 -2.89 1.47
C -0.69 -1.39 3.32
C -3.92 -4.44 4.96
C 3.15 0.40 1.32
C 3.28 1.43 4.91
C -3.62 -3.68 3.69
C 3.59 0.95 3.62
C -4.27 -3.64 2.50
C -4.66 -0.21 -2.78
C -2.77 -4.07 5.93
C -2.11 2.40 -2.00
C -3.51 4.24 -1.41
C 2.64 0.61 2.65
C -1.77 -4.94 -2.27
C 3.12 0.13 -1.55
C 2.98 4.76 0.46
C -3.15 4.05 -0.09
C -1.41 -2.98 -0.93
C -5.50 0.58 -2.01
C -4.25 0.00 -0.04
C 4.52 0.32 1.15
C -2.27 -3.81 -1.64
C 4.56 0.42 -3.47
C 0.44 -4.44 -1.46
C 1.97 1.60 5.27
C 5.46 0.50 2.20
C -0.86 1.13 -5.29
C 0.99 0.37 -7.20
H -4.19 -2.91 0.50
H 4.63 2.79 5.87
H 1.49 -4.68 -1.38
H 0.62 -2.66 -0.27
H -5.18 -4.20 2.32
H 0.93 5.04 -2.22
H -4.10 0.08 1.03
H -1.97 2.81 1.24
H 6.43 2.05 4.52
H -2.44 -5.58 -2.83
H 3.58 2.92 1.37
H -0.23 -2.71 6.43
H -2.22 -4.95 6.25
H 0.94 2.60 -1.99
H 1.76 -0.96 -5.70
H 1.69 2.01 6.23
H 0.79 -1.18 4.83
H 6.51 0.41 1.98
H -4.83 -0.31 -3.85
H 0.03 1.80 -8.47
H -4.18 5.04 -1.69
H -3.33 -3.59 -1.71
H 3.83 2.03 -2.26
H 3.89 -2.86 -2.95
H 2.58 -1.91 -1.10
H -3.54 4.68 0.70
H -0.05 1.15 4.69
H -2.96 -1.50 -2.80
H -6.33 1.11 -2.48
H 1.71 0.07 -7.95
H 5.11 1.07 -4.13
H 3.57 5.36 1.14
H -4.90 -4.17 5.35
H 5.15 -1.38 -4.48
H -5.95 1.30 -0.04
H -0.04 -6.14 -2.68
H 6.24 0.41 5.10
H -3.95 -5.51 4.75
H 4.91 0.18 0.15
H 2.25 6.44 -0.65
H -3.25 3.57 -3.42
H 4.59 1.20 6.61
H -2.43 2.24 -4.55
H -1.59 2.52 -6.74
H -3.14 -3.58 6.82
*
```